Entry 1:
Density functional theory data (ωB97M-V with the def2-TZVPD basis set) for a 7-piece molecular cluster, C38H91O24P5S2 overall.

HOMO, eV: -9.9
Total charge: 0
LUMO energy, eV: 0.399
Structure (SMILES): CCOP(=O)(OCC)OCC.CCOP(=O)(OCC)OCC.CCOP(=O)(OCC)OCC.CCOP(=O)(OCC)OCC.CCOP(=O)(OCC)OCC.O=S1(=O)CCCC1.O=S1(=O)CCCC1

Atoms and positions in Å:
1 H -13.57234 -25.47723 -6.71825
2 H -12.52241 -28.30098 -4.33273
3 H -14.13807 -31.01971 -4.98333
4 O -14.58418 -23.89919 -10.87780
5 H -2.33195 -23.58773 -3.70047
6 P -3.97048 -26.00858 -5.26954
7 H -9.21282 -24.14340 -16.58064
8 C -9.23459 -23.40751 -15.77448
9 H -11.75000 -29.17405 -7.63225
10 O -10.76387 -26.11149 -3.73637
11 H -13.98058 -25.76787 -12.63918
12 H -0.63201 -25.33336 -5.50836
13 H -12.29780 -25.53914 -16.57371
14 H -7.96886 -22.81269 -14.07818
15 H -12.05946 -32.41075 -8.99877
16 O -10.43894 -23.49919 -15.00411
17 H -9.25652 -22.96930 -12.56186
18 H -9.25111 -26.03984 -6.17285
19 O -11.19509 -32.33264 -12.64992
20 O -15.38688 -24.68818 -8.52946
21 O -4.93381 -25.37425 -6.39376
22 H -9.58352 -24.52504 -9.66107
23 O -14.98974 -26.41605 -10.26207
24 H -18.54313 -25.44516 -11.57811
25 H -7.62940 -24.43357 -14.78942
26 H -11.60728 -21.17294 -11.92158
27 H -1.30147 -22.99288 -5.10043
28 C -12.28041 -28.90290 -3.46124
29 H -14.03469 -23.12167 -8.60508
30 C -8.07145 -28.38279 -2.52356
31 H -12.89591 -26.24973 -10.42602
32 O -11.68768 -31.02185 -10.48242
33 H -9.06650 -29.87592 -11.36241
34 O -14.92426 -32.04266 -8.18078
35 H -12.47454 -24.13695 -7.00045
36 H -17.49187 -23.22292 -12.38938
37 H -9.28603 -23.90225 -6.93705
38 H -5.89844 -22.18439 -6.02980
39 H -15.85668 -31.31552 -13.99391
40 H -9.95906 -32.06819 -8.13135
41 H -12.65218 -25.46694 -3.95756
42 C -12.39733 -30.85818 -6.32041
43 H -9.10294 -28.58084 -14.24357
44 H -9.26287 -31.40750 -9.65282
45 H -13.18662 -29.32340 -1.47985
46 O -9.54844 -25.57803 -13.55001
47 O -4.27929 -25.60380 -3.87163
48 C -6.63184 -27.98955 -2.18333
49 S -9.02692 -26.79015 -9.12583
50 H -9.24992 -22.47840 -16.34876
51 H -4.15541 -28.92218 -6.91983
52 P -10.07957 -27.56295 -3.95494
53 C -13.88076 -29.58790 -7.93300
54 P -15.42003 -24.88079 -10.14817
55 C -11.78308 -25.62794 -4.61416
56 O -16.07502 -30.43189 -6.58739
57 H -11.73341 -30.81056 -5.46030
58 H -12.73740 -25.38341 -8.24217
59 H -10.79715 -26.10985 -15.96784
60 H -12.85429 -28.71780 -6.40532
61 H -12.49442 -29.96799 -3.54681
62 O -10.03466 -27.84817 -9.06334
63 H -10.11343 -22.97049 -11.00888
64 O -8.77702 -27.29101 -3.06160
65 H -12.02763 -31.62512 -7.00386
66 H -6.17914 -28.83702 -1.67141
67 H -14.84195 -23.40657 -7.07040
68 C -17.28939 -24.22077 -12.76912
69 O -10.71300 -29.76427 -12.44014
70 C -12.48188 -27.50889 -15.67932
71 H -13.86161 -32.54416 -6.10564
72 C -8.74776 -24.55881 -7.61760
73 H -11.26264 -24.44426 -6.24979
74 O -16.98153 -24.99561 -10.44387
75 C -10.22372 -22.82471 -12.07771
76 H -0.62136 -23.56439 -3.66565
77 H -15.62785 -30.32821 -12.56857
78 H -14.19628 -28.86569 -2.62118
79 O -9.93922 -28.13240 -5.31458
80 C -1.46230 -25.21005 -4.80544
81 H -6.52534 -28.34566 -5.13619
82 H -10.59832 -23.75190 -4.68384
83 H -8.41892 -28.71290 -1.53291
84 H -13.40817 -31.55567 -14.24036
85 H -9.22320 -33.06644 -9.36156
86 O -11.15932 -23.79781 -12.62317
87 C -7.93367 -23.40813 -14.99247
88 H -10.96166 -21.48418 -13.58137
89 H -7.02554 -26.56751 -8.08928
90 H -12.54912 -28.03320 -16.62934
91 H -3.80179 -23.73959 -6.74974
92 H -16.99364 -26.28908 -11.95796
93 O -13.06097 -30.55320 -12.46527
94 H -15.01635 -29.76789 -14.22253
95 H -11.96179 -28.12457 -14.94153
96 H -7.89564 -24.08308 -8.10698
97 C -11.31985 -32.18728 -9.76761
98 C -9.29193 -29.92243 -12.42992
99 C -13.22356 -24.77436 -7.48093
100 H -5.07564 -23.16370 -4.81414
101 H -16.23408 -24.19916 -13.06870
102 C -9.86947 -32.20030 -9.21080
103 H -17.75391 -24.46883 -13.72361
104 C -11.40759 -24.27722 -5.17806
105 H -12.27126 -26.30914 -5.31553
106 H -6.54552 -23.78028 -5.44638
107 C -13.18744 -28.57271 -2.27742
108 C -5.86758 -29.05567 -5.64330
109 H -9.01572 -30.83953 -12.95431
110 H -12.84851 -26.95885 -12.79775
111 P -10.65950 -24.67424 -13.90677
112 C -9.65017 -25.09644 -8.74491
113 C -11.87105 -26.11910 -15.75328
114 H -8.72583 -27.85925 -12.70498
115 H -13.47992 -27.45317 -15.23598
116 C -5.66718 -23.20800 -5.73514
117 P -11.61899 -31.02642 -12.09922
118 C -13.89314 -31.37472 -13.27369
119 H -7.08471 -22.92445 -15.48281
120 H -13.69712 -29.88868 -8.96660
121 C -14.36975 -23.90548 -7.91923
122 H -9.98566 -20.68569 -12.58185
123 H -8.21593 -29.34309 -3.03138
124 H -11.42432 -33.09189 -10.37175
125 O -2.54887 -25.43892 -5.70645
126 H -5.96729 -27.63734 -2.97568
127 H -13.24145 -27.59880 -1.79949
128 O -11.91223 -25.53835 -14.43102
129 S -14.85091 -30.91813 -7.23340
130 H -10.57743 -25.36283 -8.23497
131 H -5.37456 -29.66833 -4.89099
132 H -7.61321 -29.03650 -13.48238
133 H -14.05943 -32.39296 -12.91689
134 C -15.18687 -30.58588 -13.52961
135 C -17.46899 -25.32647 -11.74335
136 C -13.79311 -26.78534 -12.28531
137 H -14.64497 -27.40203 -12.57572
138 C -4.86948 -23.95422 -6.73208
139 H -12.29043 -23.63544 -5.12552
140 C -8.37018 -25.78452 -6.78648
141 H -6.49713 -29.68764 -6.26942
142 H -1.25065 -25.93082 -4.01832
143 C -8.65384 -28.78672 -13.27183
144 O -8.07240 -26.66597 -10.20644
145 O -3.91917 -27.56139 -5.56182
146 H -5.36531 -27.54352 -7.11229
147 H -14.54761 -28.72807 -7.95451
148 H -7.82539 -27.88529 -7.21720
149 C -1.46464 -23.75421 -4.34018
150 C -13.72482 -26.87834 -10.75385
151 H -6.68497 -27.08856 -1.56797
152 C -4.87139 -28.24861 -6.45356
153 C -13.76091 -31.48609 -5.88724
154 H -7.72483 -25.61363 -5.92116
155 C -12.60529 -29.55183 -7.07305
156 H -13.66204 -27.92192 -10.45887
157 H -5.31332 -23.76933 -7.71425
158 C -10.74507 -21.47348 -12.51108
159 C -7.97654 -26.90566 -7.66119
160 O -10.94965 -28.54563 -3.00393

Forces on atoms 1 to 3 (eV/Å):
-0.07 0.04 -0.04
-0.18 -0.41 -0.19
-0.24 -0.62 0.24

***

Entry 2:
Density functional theory data (ωB97M-V with the def2-TZVPD basis set) for C5H13CuGaO5P as an isolated structure.

HOMO, eV: -9.0
Total charge: 0
Relative energy (zero: lowest compared OMol25 entry of this formula, charge and spin), kJ/mol: 460.9
LUMO energy, eV: -1.677

Atoms and positions in Å:
1 C -0.89336 -0.04089 3.29375
2 H -2.61671 -0.21902 -1.97535
3 O -2.28504 -0.20430 0.89758
4 C -1.42299 -0.85796 -0.14277
5 H -0.35109 -0.90258 0.32385
6 H 3.18750 2.55623 -0.80348
7 O -2.44091 -2.03289 2.46873
8 H -0.41517 0.77613 -3.32383
9 O 0.67980 2.07339 0.20742
10 O 2.14151 -0.07587 1.26362
11 C -1.56497 0.06658 -1.48856
12 H -0.80325 -1.06688 -3.38634
13 H -1.63805 1.23648 -1.26697
14 H -1.57114 0.31914 4.19651
15 H 2.54722 -0.07384 -3.08740
16 H -0.43447 0.93926 2.80785
17 H -1.83068 -1.95279 -0.24454
18 O 3.44776 1.75630 -0.22971
19 C -1.89571 -0.81086 2.21399
20 H 1.67894 -2.04551 -1.66637
21 P 1.93233 0.85529 -0.03618
22 H -0.17685 1.64352 0.50086
23 Cu 3.73940 -0.52355 0.31450
24 H -0.07357 -0.74957 3.75440
25 Ga 1.49535 -0.45968 -1.94626
26 C -0.43585 -0.20614 -2.64531

Forces on atoms 1 to 3 (eV/Å):
-0.91 0.64 -0.27
2.11 0.71 1.26
2.33 -1.28 2.81

***

Entry 3:
Density functional theory data (ωB97M-V with the def2-TZVPD basis set) for an isolated molecule of C5H7N.

HOMO, eV: -11.2
Total charge: 0
Relative energy (zero: lowest compared OMol25 entry of this formula, charge and spin), kJ/mol: 125.1
LUMO energy, eV: 0.909
Structure (SMILES): N#CC1CCC1

Atoms and positions in Å:
1 H -0.05613 -2.11942 0.61507
2 C -0.24441 0.04577 1.09783
3 C 0.35278 0.90965 -0.02938
4 H 0.88430 -0.39665 -1.77389
5 H 0.54269 -0.08781 1.84930
6 H 1.65468 -0.94891 -0.23167
7 H -1.16715 0.37646 1.56887
8 C -0.72312 1.47189 -0.86126
9 H 1.02809 1.72409 0.25730
10 C 0.82721 -0.42241 -0.67978
11 C -0.29174 -1.15701 0.13416
12 N -1.59827 1.86843 -1.50750
13 H -1.20894 -1.26410 -0.43905

Forces on atoms 1 to 3 (eV/Å):
0.09 0.29 -0.51
-0.25 0.02 0.24
0.01 0.04 0.04

***

Entry 4:
Density functional theory data (ωB97M-V with the def2-TZVPD basis set) for a 2-piece molecular cluster, C4H12N2O overall.

HOMO, eV: -8.2
Total charge: 0
Relative energy (zero: lowest compared OMol25 entry of this formula, charge and spin), kJ/mol: 267.1
LUMO energy, eV: 0.732
Structure (SMILES): [H]/N=C/NCCC.O

Atoms and positions in Å:
1 C -0.71174 1.12433 0.82361
2 H 0.19327 3.01129 0.66334
3 N -0.72914 -2.37566 -0.24574
4 C -1.02093 -1.14930 0.11742
5 C 1.76848 1.67957 1.51311
6 H -0.04712 -1.33306 -2.46672
7 H -1.85737 -0.71078 -0.44119
8 H 0.08529 -0.65138 1.75977
9 C 0.54273 1.98046 0.61304
10 H 2.34366 2.61450 1.37131
11 H -1.35424 1.34066 -0.02959
12 H -1.53415 -2.91954 0.07561
13 H 2.18236 0.72636 1.20276
14 O 0.48598 -1.17763 -3.25959
15 H 0.88126 1.80110 -0.41089
16 H 1.45338 1.75509 2.55128
17 N -0.48195 -0.28949 1.00103
18 H 0.17880 -0.28554 -3.47796
19 H -1.28569 1.57296 1.64972

Forces on atoms 1 to 3 (eV/Å):
-0.07 1.45 0.83
0.28 0.13 0.14
0.80 0.96 2.91